C4H16FN8O4 | wB97M-V/def2-TZVPD

```
33
Properties=species:S:1:pos:R:3:forces:R:3
F -16.4090 6.1010 -10.9341 -6.744 5.539 8.072
C -14.2304 6.9786 -9.5911 -5.142 -2.908 -1.699
O -15.1617 7.4370 -8.9182 0.773 0.550 0.680
N -14.4514 6.0544 -10.5285 8.642 -3.245 7.909
N -13.0227 7.3979 -9.6277 5.241 3.272 1.928
H -13.6816 5.8233 -11.1402 -0.210 -0.436 0.797
H -15.4095 5.8069 -10.7307 4.361 -1.673 3.477
H -12.8668 7.9297 -8.7834 0.875 0.268 -0.250
H -12.2465 6.9177 -10.0602 -0.404 -0.030 0.319
C -17.8663 4.4402 -10.1697 -3.004 -1.304 -4.144
O -17.4048 4.9949 -9.2841 2.753 2.592 7.166
N -18.4293 3.2653 -10.1625 -2.677 -5.470 0.785
N -17.9371 4.9125 -11.4058 -3.552 -0.364 -4.480
H -18.7300 2.7534 -9.3454 0.386 0.513 0.106
H -18.7780 2.8792 -11.0282 0.217 0.079 0.383
H -18.4699 4.4278 -12.1138 0.250 -0.132 0.327
H -17.1628 5.4998 -11.6812 -4.480 -2.302 -1.024
C -15.5090 7.9146 -12.8673 4.515 0.514 1.325
O -15.1814 8.8213 -13.5665 1.589 2.926 -3.435
N -16.6795 7.7047 -12.4845 -9.363 1.413 -0.939
N -14.7904 7.0735 -12.1608 4.449 7.483 -3.864
H -16.8773 7.0635 -11.7296 -1.398 2.659 -0.755
H -17.3325 8.3548 -12.8981 -0.400 -0.379 0.392
H -15.3368 6.6331 -11.4344 2.865 4.598 -2.725
H -13.8025 7.2725 -12.0942 -0.500 0.285 -0.123
C -14.9975 4.2657 -12.3705 1.399 -1.205 -3.905
O -14.2306 3.6658 -13.1289 1.375 -1.486 -0.294
N -15.2692 4.0153 -11.1501 -1.014 -4.878 3.953
N -15.5748 5.3411 -12.7454 -3.583 -2.518 -6.518
H -15.9843 4.6108 -10.7577 0.943 -2.699 0.869
H -14.7208 3.3400 -10.6369 -0.404 0.389 0.012
H -15.6415 5.5565 -13.7299 0.541 -0.190 0.308
H -16.1479 5.8556 -12.0920 1.701 -1.860 -4.654
```
Positions in Å, forces in eV/Å.

Results
Charge = -1
Spin multiplicity = 1
HOMO-LUMO gap = 6.9 eV
Highest occupied orbital energy = -3.65 eV



C11H21NOS | wB97M-V/def2-TZVPD

```
35
Properties=species:S:1:pos:R:3:forces:R:3
C -2.0490 2.0890 -0.4742 -0.359 -3.154 1.776
C 3.9406 0.7893 0.0828 0.010 -0.205 0.254
C 3.6533 -0.5569 -0.5767 0.023 0.233 -0.219
C 2.7999 1.1863 1.0171 0.047 0.211 -0.224
C 2.3312 -0.5075 -1.3404 -0.014 -0.242 0.164
C 1.4817 1.2352 0.2490 0.026 -0.165 0.308
C 1.2134 -0.1161 -0.3893 -0.557 0.181 -0.503
C -1.9706 -2.1087 0.2530 -0.111 0.188 -0.023
C -3.0192 -0.3193 1.6473 0.099 -0.082 -0.258
C -3.6301 -0.5564 -0.7884 0.133 0.011 0.148
C -2.5024 -0.6674 0.2470 -0.499 -0.623 0.182
N -1.3888 0.2201 -0.0238 -0.929 3.965 -0.713
O -3.0431 2.5426 -0.0622 0.806 -0.108 -0.402
S -0.3870 -0.0958 -1.3067 0.862 -0.074 -0.185
H -1.2676 2.4364 -1.1461 0.525 0.069 -0.359
H 4.8775 0.7368 0.6413 0.050 0.061 -0.054
H 4.0538 1.5521 -0.6915 0.061 0.059 -0.028
H 4.4637 -0.8216 -1.2576 0.038 -0.079 0.023
H 3.5931 -1.3318 0.1909 0.049 -0.075 0.024
H 2.7204 0.4561 1.8256 0.013 -0.002 0.098
H 3.0035 2.1611 1.4635 0.008 -0.012 0.103
H 2.3932 0.2282 -2.1463 0.017 0.033 -0.072
H 2.1151 -1.4785 -1.7914 -0.001 0.007 -0.061
H 0.6545 1.4905 0.9149 0.019 0.030 -0.034
H 1.5414 1.9977 -0.5319 -0.021 0.040 -0.089
H 1.0937 -0.8760 0.3868 0.025 -0.029 0.015
H -1.6794 -2.4072 -0.7511 0.015 -0.103 -0.004
H -1.1039 -2.1862 0.9062 0.094 -0.036 0.066
H -2.7408 -2.7854 0.6130 -0.119 -0.077 0.068
H -3.3407 0.7163 1.6918 -0.064 0.119 0.024
H -2.2289 -0.4698 2.3797 0.057 -0.012 0.065
H -3.8609 -0.9597 1.8999 -0.128 -0.050 0.064
H -4.1910 0.3652 -0.6497 -0.058 0.034 -0.045
H -3.2098 -0.5630 -1.7953 -0.034 -0.094 -0.060
H -4.3167 -1.3955 -0.6870 -0.084 -0.023 -0.048
```
Positions in Å, forces in eV/Å.

Results
Spin multiplicity = 1
HOMO-LUMO gap = 8.8 eV
Highest occupied orbital energy = -8.13 eV



C14H19N3O8P2Se2V | wB97M-V/def2-TZVPD

```
49
Properties=species:S:1:pos:R:3:forces:R:3
V -0.0088 -0.3802 -0.5528 0.242 -0.498 0.075
N 1.6400 2.7033 2.4086 -0.032 0.056 -0.002
C 2.0035 1.5818 1.5303 -0.069 0.021 -0.026
C 3.4726 1.1856 1.7171 0.010 -0.020 -0.017
P 1.0179 0.1159 2.0460 0.000 0.031 0.167
O 1.4849 -0.3017 3.4991 -0.044 0.019 0.030
O -0.7128 1.9242 3.7932 0.129 0.122 -0.009
O 1.1393 -1.0227 1.0483 0.034 -0.037 0.092
P 1.6413 2.0343 -0.2358 0.133 0.112 0.037
O 2.9941 2.7507 -0.6945 -0.040 -0.031 -0.036
O 1.5684 0.7041 -1.0084 -0.409 0.059 0.177
O 0.4610 2.9172 -0.2988 0.045 0.089 0.002
H 0.1345 2.4132 3.6738 -0.087 -0.199 -0.004
H 1.0004 3.3256 1.9173 0.026 -0.010 -0.024
H 2.4640 3.2257 2.6800 -0.004 0.001 0.000
H 3.6828 0.9990 2.7715 -0.001 -0.003 0.001
H 4.1129 1.9966 1.3740 -0.004 0.007 0.002
H 3.7210 0.2970 1.1353 -0.005 -0.001 0.004
H 2.1916 -0.9595 3.5400 0.008 -0.003 -0.030
H 2.8235 3.6511 -0.9992 -0.003 -0.002 -0.008
Se 0.3920 -1.7179 -3.9061 0.032 -0.033 -0.092
Se 1.3898 -2.3675 -1.9049 -0.098 0.106 -0.112
C -0.1683 -3.2074 -1.1457 -0.007 0.021 -0.016
C -0.4245 -4.5606 -1.1268 -0.056 -0.005 0.009
C -1.6213 -4.9746 -0.5518 0.012 -0.008 -0.014
C -2.4946 -4.0322 -0.0333 -0.012 0.005 -0.007
C -2.1455 -2.6928 -0.0803 0.001 0.013 -0.003
N -0.9948 -2.2969 -0.6258 0.081 0.048 0.143
C -0.4515 -0.0251 -3.5378 -0.134 -0.001 -0.030
C -0.6390 0.7639 -4.6600 -0.036 0.011 0.027
C -1.3851 1.9263 -4.5364 0.009 -0.013 0.027
C -1.9007 2.2701 -3.2985 -0.021 0.015 -0.062
C -1.6349 1.4506 -2.2214 0.029 -0.007 0.105
N -0.9338 0.3099 -2.3349 0.188 0.060 -0.105
H 0.2783 -5.2627 -1.5511 0.001 0.002 -0.005
H -1.8706 -6.0267 -0.5163 0.007 -0.001 -0.001
H -3.4345 -4.3268 0.4104 0.001 0.005 0.005
H -2.7743 -1.9123 0.3274 -0.002 -0.004 0.001
H -0.2022 0.4767 -5.6066 -0.011 0.000 -0.010
H -1.5463 2.5611 -5.3973 -0.002 -0.005 -0.006
H -2.4776 3.1716 -3.1561 0.005 0.002 0.012
H -1.9586 1.7056 -1.2206 0.014 0.005 0.001
C -1.5516 -0.5675 2.8906 0.018 0.029 -0.083
C -0.8058 0.4565 2.0571 -0.104 0.015 0.109
O -1.1191 1.7835 2.4309 0.003 0.004 -0.080
O -1.1362 0.3572 0.7062 0.168 0.049 -0.288
H -1.3580 -0.4136 3.9485 0.002 -0.013 0.004
H -1.2481 -1.5761 2.6048 -0.008 -0.006 0.025
H -2.6154 -0.4338 2.6911 -0.008 -0.007 0.014
```
Positions in Å, forces in eV/Å.

Results
Charge = +1
Spin multiplicity = 3
HOMO-LUMO gap (alpha / beta) = 8.4 / 8.3 eV
Highest occupied orbital energy (alpha / beta) = -12.00 / -12.03 eV



C23H20F3I2N3OPdS | wB97M-V/def2-TZVPD

```
54
Properties=species:S:1:pos:R:3:forces:R:3
Pd 1.2179 1.1409 0.8376 0.960 -0.045 0.722
I 1.3682 6.3415 0.2779 0.034 0.020 0.021
C 2.9119 4.9832 0.5739 -0.074 0.057 0.008
C 4.2393 5.4266 0.6484 -0.027 -0.080 0.025
C 5.2745 4.5493 0.8442 0.054 0.071 -0.031
I 7.2231 5.3026 0.9105 -0.019 -0.018 0.025
C 5.0163 3.1631 0.9560 0.031 -0.037 -0.032
C 5.9931 2.1601 1.1465 0.000 -0.006 -0.024
C 5.6273 0.8451 1.2085 -0.029 0.043 -0.088
C 4.2703 0.5063 1.0888 0.122 -0.080 0.011
N 3.3374 1.4124 0.9256 -0.427 0.102 0.380
C 3.6740 2.7320 0.8645 0.131 0.026 -0.056
C 2.5758 3.6409 0.7070 0.068 -0.057 0.088
O 1.3642 3.2008 0.7284 -0.505 -0.143 -0.644
H 4.4397 6.4851 0.5550 -0.002 0.004 -0.023
H 7.0323 2.4461 1.2406 0.000 0.006 -0.012
H 6.3620 0.0650 1.3469 -0.003 -0.007 0.015
H 3.9452 -0.5245 1.1563 -0.030 0.017 0.054
F -8.2260 0.4378 -0.1077 0.014 -0.007 -0.027
C -7.3761 0.1468 -1.1062 0.016 -0.005 0.008
F -7.6389 -1.1222 -1.4895 -0.003 0.021 0.005
F -7.7086 0.9313 -2.1515 -0.001 -0.019 0.023
C -5.9397 0.3205 -0.7128 -0.018 -0.036 -0.016
C -4.9555 0.0616 -1.6611 -0.018 -0.009 0.017
C -3.6239 0.2144 -1.3305 -0.018 -0.009 0.006
C -3.2513 0.6300 -0.0457 0.071 0.016 0.033
C -4.2501 0.8750 0.8967 -0.048 0.002 0.013
C -5.5874 0.7211 0.5655 0.008 -0.007 0.004
C -1.8670 0.7965 0.2845 -0.070 -0.197 -0.216
C -0.6760 0.9122 0.4709 0.145 0.265 0.442
H -5.2388 -0.2587 -2.6557 0.009 0.017 -0.011
H -2.8506 0.0224 -2.0621 -0.004 0.020 -0.012
H -3.9691 1.1931 1.8913 0.008 0.010 -0.003
H -6.3559 0.9107 1.3017 0.007 0.025 0.003
C -1.5425 -4.6948 0.3411 0.039 0.014 -0.013
C -1.2061 -3.2208 0.2144 -0.017 -0.069 -0.035
N -0.1473 -2.8218 1.1529 -0.065 0.061 0.096
C 0.8127 -1.9242 0.8935 -0.246 -0.249 0.114
S 1.3015 -0.8497 2.1548 -0.148 0.116 -0.796
N 1.3795 -1.9017 -0.3116 0.224 0.057 -0.033
C 1.5452 -3.0260 -1.2331 -0.081 0.021 -0.090
C 1.1335 -2.6590 -2.6492 -0.032 -0.004 0.042
H -2.3325 -4.9603 -0.3607 -0.014 -0.002 0.011
H -1.8936 -4.9272 1.3471 0.001 -0.016 -0.001
H -0.6706 -5.3173 0.1361 -0.004 -0.011 -0.008
H -2.0834 -2.6056 0.4277 0.010 0.018 -0.008
H -0.8933 -2.9720 -0.7954 -0.029 0.030 0.038
H -0.4533 -2.7750 2.1136 -0.040 0.059 -0.009
H 2.0218 -1.1317 -0.4379 -0.049 0.016 -0.002
H 0.9762 -3.8738 -0.8595 0.060 0.018 0.014
H 2.5985 -3.3159 -1.2142 0.000 -0.021 0.015
H 0.0895 -2.3472 -2.6855 -0.006 -0.002 -0.016
H 1.2675 -3.5118 -3.3140 0.017 0.008 -0.013
H 1.7391 -1.8336 -3.0245 -0.003 -0.004 -0.015
```
Positions in Å, forces in eV/Å.

Results
Spin multiplicity = 1
HOMO-LUMO gap = 7.0 eV
Highest occupied orbital energy = -7.45 eV



How do the records compare in relative energy (zero: lowest compared OMol25 entry of this formula, charge and spin)? In the order shown, they have 1830.0, 112.4, 436.8, 0.0 kJ/mol.
How do the records compare in DFT total energy? In the order shown, they have -27224.196, -26118.953, -210634.359, -69362.089 eV.